(1)
The following is a quantum chemistry calculation of C34H37BF6FeO2 as an isolated structure in a non-equilibrium geometry, from the OMol25 dataset.

Calculated values
- DFT total energy (a.u.) = -3355.85719
- lowest unoccupied orbital energy (alpha / beta) (eV) = 0.29 / -0.30
- maximum force (eV/Å) = 6.8
- HOMO-LUMO gap (alpha / beta) (eV) = 5.78 / 8.64
- expectation value of S² = 6.075
- multiplicity = 5
- highest occupied orbital energy (alpha / beta) (eV) = -5.49 / -8.94

Each line ends with the Mulliken charge.
Cartesian coordinates (Å):
1 C -1.570 0.488 -2.103  -1.543
2 C -0.665 1.052 -3.204  1.821
3 C -1.354 0.883 -4.545  -1.953
4 C -0.130 2.523 -2.875  1.565
5 C 0.293 3.289 -4.134  -2.092
6 C -1.045 3.409 -2.057  -1.525
7 O 1.056 2.265 -2.095  -0.594
8 B 1.460 0.995 -2.481  1.229
9 C 2.846 0.438 -2.107  -0.139
10 C 3.739 1.227 -1.380  -0.748
11 C 4.987 0.718 -1.050  0.349
12 C 5.923 1.589 -0.255  0.674
13 F 7.082 0.954 0.080  -0.286
14 F 6.269 2.719 -0.954  -0.261
15 F 5.338 2.010 0.914  -0.251
16 C 5.383 -0.551 -1.445  -1.002
17 C 4.477 -1.329 -2.163  0.388
18 C 4.918 -2.705 -2.579  0.754
19 F 3.913 -3.420 -3.170  -0.275
20 F 5.959 -2.669 -3.463  -0.268
21 F 5.346 -3.444 -1.497  -0.251
22 C 3.219 -0.855 -2.494  -0.673
23 C 0.039 -0.921 1.991  2.761
24 C 0.976 0.068 2.652  -1.956
25 C 0.778 -1.946 1.137  0.239
26 C 0.050 -2.641 0.161  -0.073
27 C 0.694 -3.555 -0.673  -0.892
28 C 2.062 -3.791 -0.529  -0.601
29 C 2.787 -3.085 0.420  -0.828
30 C 2.159 -2.167 1.258  -0.563
31 O 0.549 0.268 -3.231  -0.700
32 H -2.556 0.976 -2.110  0.254
33 H -1.723 -0.587 -2.274  0.552
34 H -1.123 0.613 -1.105  -0.111
35 H -2.308 1.423 -4.546  0.359
36 H -0.738 1.254 -5.371  0.381
37 H -1.563 -0.178 -4.722  0.487
38 H -0.586 3.625 -4.698  0.391
39 H 0.862 4.178 -3.834  0.471
40 H 0.929 2.680 -4.792  0.361
41 H -1.976 3.597 -2.607  0.362
42 H -1.290 2.967 -1.084  0.097
43 H -0.555 4.375 -1.883  0.472
44 H 3.467 2.233 -1.075  0.528
45 H 6.367 -0.927 -1.199  0.581
46 H 2.523 -1.485 -3.038  0.626
47 H -0.652 -0.387 1.325  -1.137
48 H 0.436 0.889 3.126  0.531
49 H 1.603 -0.424 3.403  0.377
50 H 1.632 0.499 1.886  0.352
51 H -1.019 -2.448 0.046  0.288
52 H 0.125 -4.092 -1.427  0.395
53 H 2.560 -4.523 -1.169  0.431
54 H 3.855 -3.246 0.529  0.450
55 H 2.747 -1.618 1.991  0.335
56 C -1.791 -2.078 4.417  -1.568
57 C -1.318 -1.056 3.466  0.102
58 C -2.022 0.135 3.418  2.208
59 C -2.038 1.279 2.450  -0.172
60 C -2.979 2.263 2.889  -0.978
61 C -3.612 1.795 4.109  -0.958
62 C -3.083 0.504 4.427  -0.949
63 Fe -3.826 0.487 2.636  -0.239
64 C -4.679 -1.289 2.430  -0.768
65 C -4.023 -0.861 1.206  -0.176
66 C -4.578 0.430 0.827  -0.546
67 C -5.583 0.790 1.814  -0.852
68 C -5.644 -0.272 2.800  -0.853
69 H -1.133 -2.954 4.441  0.435
70 H -1.865 -1.690 5.447  0.349
71 H -2.808 -2.442 4.168  0.190
72 H -0.672 -1.679 2.667  -0.312
73 H -1.335 1.371 1.624  0.809
74 H -3.134 3.228 2.412  0.522
75 H -4.334 2.347 4.706  0.484
76 H -3.286 -0.103 5.304  0.491
77 H -4.551 -2.253 2.915  0.719
78 H -3.329 -1.454 0.615  0.530
79 H -4.345 0.974 -0.086  0.441
80 H -6.236 1.658 1.771  0.478
81 H -6.348 -0.341 3.627  0.477

=====

(2)
The following is a quantum chemistry calculation of C34H37Cl3GeN7O4RbS4 as an isolated structure in a non-equilibrium geometry, from the OMol25 dataset.

Calculated values
- DFT total energy (a.u.) = -7076.18615
- lowest unoccupied orbital energy (alpha / beta) (eV) = 3.55 / 3.55
- maximum force (eV/Å) = 1.1
- HOMO-LUMO gap (alpha / beta) (eV) = 3.94 / 5.01
- highest occupied orbital energy (alpha / beta) (eV) = -0.39 / -1.46
- total charge = -2

Each line ends with the Mulliken charge.
Cartesian coordinates (Å):
1 Rb 0.609 -0.250 1.689  0.757
2 N -0.278 -2.027 4.541  -0.232
3 N -0.164 -1.259 5.736  -0.395
4 C 0.458 -0.003 5.526  0.195
5 N 1.040 0.539 6.662  -0.577
6 N 0.353 0.531 4.355  -0.234
7 N 1.106 1.599 4.000  0.649
8 O 0.791 2.158 2.882  -0.655
9 O 2.100 2.023 4.716  -0.897
10 H -1.003 -1.687 3.902  -0.056
11 H -0.518 -2.971 4.811  0.306
12 H -1.065 -1.121 6.191  0.240
13 H 1.492 -0.180 7.209  0.220
14 H 1.669 1.290 6.358  0.406
15 Cl 1.029 5.984 1.938  -0.265
16 C 1.634 5.026 0.619  0.305
17 C 1.104 3.773 0.375  -1.110
18 C 1.598 3.054 -0.700  0.100
19 C 2.642 3.521 -1.498  0.179
20 C 3.210 2.572 -2.533  1.181
21 C 4.482 1.868 -2.027  -1.723
22 N 4.302 1.453 -0.655  0.369
23 C 4.570 2.246 0.444  -0.474
24 C 4.013 1.610 1.511  -0.494
25 N 3.416 0.447 1.095  -0.392
26 C 3.608 0.371 -0.200  -0.134
27 O 3.494 3.190 -3.780  -0.346
28 C 2.564 2.867 -4.801  -0.814
29 C 1.167 3.309 -4.470  -0.055
30 C 0.785 4.588 -4.197  0.937
31 Cl 1.769 5.992 -4.278  -0.207
32 S -0.861 4.706 -3.731  -0.247
33 C -1.073 3.015 -3.913  -0.349
34 C 0.075 2.408 -4.308  -0.714
35 C 3.167 4.769 -1.189  0.774
36 Cl 4.559 5.406 -2.033  -0.244
37 C 2.661 5.538 -0.155  -0.663
38 H 0.355 3.350 1.032  0.481
39 H 1.202 2.062 -0.893  0.431
40 H 2.449 1.795 -2.659  -0.666
41 H 5.333 2.547 -2.081  0.351
42 H 4.681 1.006 -2.664  0.405
43 H 5.084 3.188 0.346  0.463
44 H 3.951 1.925 2.542  0.451
45 H 3.184 -0.407 -0.829  0.366
46 H 2.556 1.787 -4.979  0.271
47 H 2.935 3.362 -5.701  0.390
48 H -2.015 2.546 -3.677  0.504
49 H 0.167 1.338 -4.438  0.483
50 H 3.086 6.507 0.064  0.467
51 O -1.999 -1.667 2.151  -0.598
52 C -3.025 -2.483 1.821  2.312
53 C -4.150 -2.376 2.863  -0.364
54 C -5.418 -2.878 2.914  -0.366
55 C -6.105 -2.519 4.107  -0.744
56 C -5.339 -1.743 4.927  -0.521
57 S -3.792 -1.440 4.250  -0.037
58 C -2.549 -3.944 1.777  -0.644
59 C -3.185 -5.141 1.614  0.026
60 C -2.286 -6.242 1.607  -0.725
61 C -0.990 -5.843 1.767  -0.685
62 S -0.856 -4.144 1.922  0.037
63 C -3.648 -2.114 0.459  -0.682
64 C -4.246 -0.926 0.157  -0.399
65 C -4.676 -0.841 -1.194  -0.581
66 C -4.397 -1.974 -1.900  -0.567
67 S -3.603 -3.134 -0.923  -0.072
68 H -5.848 -3.465 2.114  0.445
69 H -7.122 -2.812 4.338  0.371
70 H -5.616 -1.323 5.882  0.424
71 H -4.256 -5.233 1.499  0.378
72 H -2.588 -7.274 1.485  0.372
73 H -0.111 -6.469 1.789  0.434
74 H -4.352 -0.140 0.892  0.528
75 H -5.161 0.024 -1.626  0.370
76 H -4.586 -2.169 -2.944  0.419
77 C 1.967 -1.171 -3.925  -0.774
78 Ge 0.573 -2.001 -2.749  0.742
79 C 0.018 -3.616 -3.791  -1.232
80 C -0.992 -0.786 -2.901  -0.006
81 C 1.164 -2.020 -0.943  -0.919
82 H 1.662 -1.130 -4.977  0.409
83 H 2.898 -1.737 -3.853  0.446
84 H 2.169 -0.154 -3.579  -0.348
85 H -0.280 -3.345 -4.809  0.342
86 H -0.828 -4.101 -3.297  0.275
87 H 0.834 -4.340 -3.849  0.374
88 H -1.394 -0.721 -3.918  0.341
89 H -0.719 0.213 -2.557  -0.196
90 H -1.779 -1.151 -2.240  -0.417
91 H 1.139 -3.035 -0.514  0.096

=====

In order of appearance, energy above the lowest of the compared OMol25 structures with the same formula, charge and spin = 0.0000; 1.4131 eV.